No. 1
Density functional theory data (ωB97M-V/def2-TZVPD) for a 15-piece molecular cluster, C50H125N5O15 overall in a non-equilibrium geometry.

LUMO level in eV: -0.15

Each line ends with the Mulliken charge.
Geometry (Å):
C (5.183, 5.841, 0.991)  -0.39
O (4.972, 5.320, 2.235)  -0.46
H (5.491, 6.886, 1.029)  0.32
H (5.940, 5.307, 0.416)  0.28
H (4.289, 5.679, 0.388)  -0.01
H (5.748, 5.579, 2.738)  0.28
C (-1.984, 7.150, 1.520)  -0.05
O (-1.348, 8.096, 2.389)  -0.58
H (-1.358, 6.739, 0.728)  0.02
H (-2.353, 6.431, 2.250)  0.11
H (-2.827, 7.639, 1.031)  0.27
H (-0.705, 7.707, 2.986)  0.28
C (-4.810, 2.633, -2.664)  -0.55
O (-4.080, 3.115, -1.588)  -0.37
H (-4.746, 1.546, -2.610)  0.00
H (-5.839, 2.989, -2.621)  0.29
H (-4.306, 2.945, -3.579)  0.48
H (-4.173, 2.469, -0.883)  0.17
C (2.576, 4.682, -3.357)  -0.62
O (1.155, 4.970, -3.141)  -0.66
H (3.117, 5.599, -3.594)  0.33
H (2.992, 4.119, -2.521)  0.14
H (2.738, 4.009, -4.198)  0.34
H (0.704, 4.168, -2.867)  0.38
C (-2.719, 0.032, 3.113)  0.00
O (-3.772, 0.919, 3.356)  -0.62
H (-2.073, 0.442, 2.337)  -0.13
H (-2.178, 0.023, 4.060)  0.14
H (-3.084, -0.988, 2.990)  0.31
H (-4.216, 0.579, 4.137)  0.30
O (-3.608, 3.573, 3.026)  -0.64
H (-3.892, 2.672, 3.182)  0.24
H (-2.905, 3.716, 3.660)  0.26
O (-4.403, 1.715, 0.707)  0.26
H (-3.975, 1.595, 1.555)  -0.30
H (-5.204, 1.194, 0.766)  0.27
O (-4.332, 5.102, 0.691)  -0.65
H (-4.086, 4.425, 1.322)  0.29
H (-4.599, 4.616, -0.090)  0.38
O (1.877, 7.698, -1.910)  -0.69
H (1.622, 8.105, -1.082)  0.28
H (1.412, 6.861, -1.919)  0.38
O (1.683, 8.064, 1.258)  -0.48
H (1.270, 7.446, 1.862)  0.24
H (1.893, 8.824, 1.801)  0.26
C (0.113, 1.251, -3.654)  -1.93
C (0.057, 1.324, -2.047)  1.78
C (1.385, 0.717, -1.552)  -1.10
C (1.531, 0.901, -0.035)  1.52
C (1.439, 2.347, 0.421)  -1.92
C (0.237, 3.162, -0.161)  2.22
N (-0.074, 2.725, -1.560)  0.84
O (-1.056, 3.474, -2.247)  -0.63
C (-0.994, 2.822, 0.789)  -0.62
C (0.542, 4.712, -0.133)  -2.41
C (-1.128, 0.484, -1.601)  -1.22
H (-0.812, 1.568, -4.135)  0.41
H (0.339, 0.197, -3.815)  0.35
H (0.942, 1.854, -4.023)  0.35
H (1.411, -0.354, -1.754)  0.11
H (2.264, 1.193, -1.986)  0.53
H (2.469, 0.539, 0.385)  -0.06
H (0.762, 0.392, 0.547)  -0.93
H (2.397, 2.799, 0.165)  0.40
H (1.371, 2.341, 1.509)  0.09
H (-0.822, 3.159, 1.812)  0.54
H (-1.916, 3.220, 0.366)  0.27
H (-0.969, 1.736, 0.884)  -0.66
H (-0.122, 5.343, -0.725)  0.45
H (0.614, 5.054, 0.899)  0.42
H (1.567, 4.873, -0.465)  0.28
H (-2.015, 1.099, -1.755)  0.49
H (-1.127, 0.119, -0.574)  -0.20
H (-1.324, -0.454, -2.121)  -0.09
H (-1.858, 3.229, -1.780)  0.32
C (8.605, -4.168, -0.700)  -1.89
C (7.279, -3.772, -1.345)  1.40
C (6.141, -4.599, -0.537)  -1.38
C (4.714, -4.076, -0.670)  -0.25
C (4.657, -2.575, -0.463)  0.13
C (5.630, -1.737, -1.249)  1.89
N (6.994, -2.337, -1.151)  0.48
O (8.011, -1.575, -1.743)  -0.54
C (5.196, -1.397, -2.705)  -1.54
C (5.697, -0.387, -0.419)  -1.87
C (7.156, -4.226, -2.824)  -1.58
H (8.705, -5.253, -0.736)  0.39
H (8.704, -3.852, 0.338)  0.41
H (9.393, -3.641, -1.238)  0.40
H (6.113, -5.591, -0.986)  0.45
H (6.352, -4.712, 0.527)  0.37
H (3.999, -4.543, 0.009)  0.44
H (4.294, -4.207, -1.667)  -0.02
H (4.731, -2.334, 0.597)  -0.32
H (3.627, -2.238, -0.581)  -0.42
H (4.592, -2.235, -3.052)  0.28
H (4.515, -0.545, -2.707)  0.32
H (5.998, -0.980, -3.314)  0.29
H (6.337, 0.355, -0.896)  0.60
H (4.719, 0.092, -0.387)  -0.06
H (6.140, -0.526, 0.568)  0.57
H (7.950, -3.697, -3.352)  0.34
H (6.202, -3.888, -3.228)  0.36
H (7.308, -5.290, -3.010)  0.41
H (8.264, -0.916, -1.093)  0.36
C (-8.123, 1.876, -0.946)  -1.62
C (-8.092, 0.358, -1.167)  1.24
C (-7.962, 0.097, -2.682)  -1.17
C (-7.518, -1.368, -2.997)  -1.06
C (-6.190, -1.684, -2.354)  -0.93
C (-6.190, -1.470, -0.816)  1.35
N (-6.866, -0.181, -0.458)  1.23
O (-6.911, 0.064, 0.934)  -0.53
C (-6.795, -2.710, -0.087)  -1.88
C (-4.646, -1.389, -0.350)  -1.57
C (-9.475, -0.140, -0.692)  -1.72
H (-8.891, 2.411, -1.504)  0.42
H (-7.198, 2.296, -1.342)  0.06
H (-8.149, 2.025, 0.133)  0.41
H (-8.905, 0.317, -3.181)  0.50
H (-7.260, 0.728, -3.227)  0.18
H (-7.369, -1.423, -4.075)  0.52
H (-8.270, -2.136, -2.819)  0.37
H (-5.512, -1.053, -2.927)  0.51
H (-6.047, -2.740, -2.586)  0.30
H (-7.880, -2.791, -0.161)  0.34
H (-6.349, -3.577, -0.575)  0.37
H (-6.588, -2.719, 0.983)  0.47
H (-4.157, -2.338, -0.571)  0.09
H (-4.105, -0.508, -0.694)  0.11
H (-4.554, -1.299, 0.732)  0.35
H (-9.760, 0.292, 0.267)  0.39
H (-9.484, -1.210, -0.487)  0.36
H (-10.266, 0.048, -1.419)  0.35
H (-7.506, -0.619, 1.253)  0.35
C (4.770, 0.649, 4.324)  -1.88
C (3.784, -0.519, 4.366)  1.79
C (4.228, -1.621, 5.436)  -1.23
C (3.154, -2.617, 5.872)  -0.65
C (1.867, -2.024, 6.157)  -1.13
C (1.260, -0.955, 5.123)  1.99
N (2.407, -0.048, 4.660)  -0.29
O (1.922, 0.971, 3.760)  0.08
C (0.545, -1.747, 3.945)  -1.25
C (0.249, -0.018, 5.875)  -2.11
C (3.807, -1.337, 3.025)  -1.18
H (5.641, 0.302, 3.768)  0.37
H (5.102, 0.853, 5.342)  0.41
H (4.505, 1.590, 3.842)  0.40
H (5.059, -2.124, 4.943)  0.33
H (4.625, -1.201, 6.360)  0.44
H (3.452, -3.228, 6.723)  0.40
H (2.984, -3.289, 5.031)  0.31
H (1.703, -1.656, 7.169)  0.43
H (1.265, -2.929, 6.070)  0.31
H (1.340, -2.352, 3.509)  0.34
H (-0.295, -2.331, 4.322)  0.54
H (0.198, -1.164, 3.092)  -0.31
H (0.029, 0.807, 5.198)  0.38
H (-0.697, -0.494, 6.137)  0.35
H (0.747, 0.436, 6.732)  0.51
H (4.827, -1.312, 2.641)  0.54
H (3.243, -0.891, 2.207)  -0.31
H (3.451, -2.355, 3.184)  0.31
H (1.835, 1.706, 4.371)  0.30
C (0.050, -2.784, -0.308)  -0.94
C (-0.271, -4.194, -0.798)  2.45
C (-1.829, -4.328, -0.870)  -1.84
C (-2.501, -3.691, -2.097)  0.95
C (-1.836, -4.359, -3.295)  -2.30
C (-0.319, -4.336, -3.423)  2.11
N (0.347, -4.642, -2.084)  -0.14
O (1.724, -4.639, -2.166)  -0.06
C (0.038, -5.377, -4.485)  -2.05
C (0.182, -2.933, -3.874)  -1.31
C (0.187, -5.229, 0.267)  -2.05
H (1.105, -2.542, -0.179)  0.04
H (-0.446, -2.546, 0.633)  0.50
H (-0.247, -1.976, -0.977)  -0.30
H (-2.094, -5.380, -0.974)  0.64
H (-2.457, -4.263, 0.019)  0.51
H (-2.347, -2.614, -2.163)  -0.48
H (-3.590, -3.720, -2.137)  0.32
H (-2.235, -3.803, -4.144)  0.47
H (-2.210, -5.382, -3.260)  0.43
H (1.113, -5.250, -4.615)  0.45
H (-0.186, -6.386, -4.140)  0.46
H (-0.456, -5.213, -5.443)  0.37
H (1.235, -2.833, -3.612)  0.22
H (0.244, -2.892, -4.961)  0.48
H (-0.309, -2.088, -3.393)  -0.03
H (-0.030, -6.238, -0.083)  0.52
H (-0.356, -5.018, 1.188)  0.36
H (1.253, -5.239, 0.496)  0.21
H (1.917, -5.569, -2.027)  0.34

=====

No. 2
Density functional theory data (ωB97M-V/def2-TZVPD) for a 9-piece molecular cluster, C50H127N9O16 overall in a non-equilibrium geometry.

LUMO level in eV: -10.85
Charge: +6

Each line ends with the Mulliken charge.
Geometry (Å):
O (-1.398, -1.489, -1.175)  -0.06
C (-0.462, -0.485, -0.820)  -0.32
C (1.066, -0.746, -0.466)  -0.43
O (1.498, -1.775, 0.447)  -0.74
H (-0.910, -0.084, 0.089)  -0.27
H (-0.504, 0.244, -1.629)  -0.11
H (1.512, 0.129, 0.007)  -0.40
H (1.635, -0.885, -1.385)  0.21
C (9.142, -0.532, -1.155)  -0.82
C (8.574, -1.733, -0.358)  -0.69
N (7.148, -1.542, -0.100)  0.27
C (6.172, -1.347, -1.051)  -0.77
C (4.964, -0.943, -0.412)  -0.52
N (5.175, -1.060, 0.903)  0.61
C (6.476, -1.212, 1.104)  -0.42
C (4.240, -0.594, 1.887)  -0.49
H (8.821, 0.369, -0.633)  0.11
H (8.781, -0.656, -2.176)  0.34
H (10.213, -0.705, -1.265)  0.43
H (9.072, -1.853, 0.604)  0.39
H (8.478, -2.728, -0.794)  0.40
H (6.339, -1.673, -2.067)  0.59
H (3.978, -0.870, -0.847)  0.59
H (6.932, -1.114, 2.078)  0.48
H (3.854, -1.474, 2.402)  0.34
H (3.287, -0.218, 1.515)  -0.32
H (4.607, 0.220, 2.512)  0.43
C (1.952, 3.142, -1.962)  -0.39
O (3.297, 3.427, -2.261)  -0.44
C (3.898, 4.349, -1.398)  -0.04
C (5.292, 4.676, -1.885)  -1.17
N (6.083, 3.378, -2.338)  0.04
H (5.649, 3.062, -3.193)  0.41
H (6.973, 3.832, -2.484)  0.43
C (6.162, 2.308, -1.342)  -0.60
C (6.983, 2.515, -0.150)  -0.45
O (6.100, 3.243, 0.749)  -0.16
C (6.786, 3.504, 2.053)  -0.93
H (1.855, 2.766, -0.944)  0.13
H (1.475, 2.433, -2.638)  -0.01
H (1.436, 4.098, -2.054)  0.54
H (4.127, 3.850, -0.457)  -0.08
H (3.384, 5.286, -1.183)  0.68
H (5.858, 5.184, -1.105)  0.41
H (5.238, 5.434, -2.666)  0.50
H (6.659, 1.594, -2.000)  0.46
H (5.185, 1.936, -1.034)  0.14
H (7.954, 2.959, -0.372)  0.50
H (7.126, 1.499, 0.216)  0.08
H (6.237, 4.288, 2.574)  0.29
H (7.828, 3.819, 2.106)  0.37
H (6.668, 2.602, 2.653)  0.30
C (-4.237, 4.294, 4.892)  -0.55
O (-2.856, 4.518, 4.906)  -0.36
C (-2.063, 3.526, 4.260)  0.26
C (-0.681, 3.340, 4.999)  -0.67
N (0.105, 4.710, 5.235)  -0.14
H (-0.409, 5.475, 5.649)  0.39
H (0.943, 4.532, 5.769)  0.40
C (0.441, 5.391, 3.846)  -0.93
C (1.389, 4.684, 2.927)  -0.48
O (0.937, 3.439, 2.452)  0.13
C (1.914, 2.472, 2.053)  -0.57
H (-4.522, 3.843, 5.842)  0.32
H (-4.537, 3.758, 3.991)  0.09
H (-4.743, 5.258, 4.833)  0.28
H (-1.887, 3.793, 3.218)  -0.25
H (-2.468, 2.527, 4.097)  0.57
H (0.039, 2.675, 4.522)  0.13
H (-0.757, 2.934, 6.008)  0.52
H (0.990, 6.285, 4.139)  0.61
H (-0.479, 5.750, 3.384)  0.09
H (2.315, 4.690, 3.502)  0.42
H (1.407, 5.368, 2.079)  0.31
H (1.413, 1.627, 1.581)  -0.04
H (2.452, 1.950, 2.844)  0.50
H (2.561, 2.833, 1.253)  0.02
C (-2.527, 7.908, 2.609)  -1.01
O (-2.773, 6.983, 1.533)  -0.12
C (-3.286, 7.517, 0.287)  -0.86
C (-2.964, 6.613, -0.929)  -0.29
N (-4.091, 5.597, -1.156)  -0.20
H (-4.929, 6.106, -1.398)  0.42
H (-3.893, 5.100, -2.013)  0.39
C (-4.400, 4.577, 0.005)  -1.24
C (-3.173, 3.751, 0.507)  0.14
O (-2.514, 3.180, -0.591)  -0.37
C (-1.117, 3.138, -0.573)  -0.34
H (-2.407, 7.463, 3.596)  0.21
H (-3.406, 8.534, 2.767)  0.44
H (-1.790, 8.632, 2.260)  0.45
H (-2.794, 8.486, 0.204)  0.56
H (-4.324, 7.828, 0.409)  0.47
H (-2.056, 6.011, -0.882)  0.05
H (-3.057, 7.124, -1.888)  0.41
H (-5.179, 4.021, -0.517)  0.48
H (-4.839, 5.129, 0.835)  0.38
H (-3.505, 2.875, 1.064)  -0.02
H (-2.578, 4.309, 1.230)  0.41
H (-0.708, 2.595, -1.425)  -0.35
H (-0.577, 2.738, 0.284)  0.54
H (-0.782, 4.172, -0.659)  0.34
C (-1.846, -3.095, -7.999)  -0.74
O (-1.703, -2.298, -6.875)  -0.33
C (-2.850, -1.738, -6.135)  -0.97
C (-2.485, -1.143, -4.801)  0.47
N (-1.280, -1.822, -4.049)  0.88
H (-1.214, -1.536, -3.083)  -0.85
H (-1.407, -2.824, -4.058)  0.41
C (0.165, -1.570, -4.559)  -0.74
C (0.538, -0.045, -4.642)  0.00
O (0.348, 0.358, -5.930)  -0.45
C (-0.076, 1.724, -6.057)  -0.70
H (-0.819, -3.347, -8.266)  0.27
H (-2.168, -2.611, -8.921)  0.30
H (-2.600, -3.868, -7.853)  0.32
H (-3.440, -2.619, -5.881)  0.35
H (-3.201, -1.041, -6.896)  0.44
H (-3.296, -1.471, -4.151)  -0.41
H (-2.300, -0.071, -4.724)  0.34
H (0.177, -2.114, -5.504)  0.52
H (0.649, -2.173, -3.791)  0.36
H (1.618, -0.050, -4.498)  0.56
H (0.009, 0.562, -3.907)  -0.02
H (-1.032, 2.047, -5.646)  0.27
H (0.038, 2.120, -7.066)  0.33
H (0.734, 2.326, -5.646)  0.26
C (1.730, -5.775, 3.633)  -0.92
O (0.761, -4.707, 3.412)  -0.34
C (1.441, -3.476, 3.452)  -0.15
C (0.278, -2.428, 3.778)  -0.89
N (-0.604, -2.258, 2.641)  1.65
H (-0.026, -1.964, 1.866)  -1.07
H (-0.889, -3.157, 2.281)  0.28
C (-1.863, -1.350, 2.885)  0.15
C (-2.980, -2.175, 3.450)  -0.87
O (-3.240, -3.273, 2.520)  -0.17
C (-4.526, -3.722, 2.436)  -1.03
H (2.628, -5.615, 3.036)  0.33
H (1.308, -6.760, 3.428)  0.23
H (1.966, -5.719, 4.695)  0.45
H (2.008, -3.307, 2.536)  -0.23
H (2.232, -3.361, 4.193)  0.69
H (0.713, -1.444, 3.950)  0.49
H (-0.224, -2.827, 4.660)  0.38
H (-2.362, -1.028, 1.971)  -0.28
H (-1.537, -0.485, 3.463)  0.45
H (-3.766, -1.441, 3.628)  0.33
H (-2.879, -2.509, 4.482)  0.53
H (-4.985, -4.060, 3.365)  0.39
H (-4.624, -4.681, 1.926)  0.32
H (-5.249, -3.001, 2.055)  0.28
C (-5.875, 0.954, 2.000)  -0.74
O (-5.557, -0.050, 0.957)  -0.42
C (-4.618, 0.537, 0.017)  0.57
C (-4.630, -0.340, -1.239)  -0.96
N (-4.328, -1.769, -0.746)  1.65
H (-3.322, -1.721, -0.667)  -0.88
H (-4.584, -2.034, 0.194)  0.11
C (-4.619, -2.862, -1.860)  0.31
C (-6.053, -3.538, -1.658)  -1.32
O (-6.502, -3.607, -0.304)  -0.20
C (-7.816, -3.972, -0.126)  -0.88
H (-5.863, 0.559, 3.016)  0.29
H (-6.950, 1.127, 1.953)  0.35
H (-5.190, 1.800, 2.061)  0.20
H (-3.559, 0.543, 0.271)  0.04
H (-4.877, 1.534, -0.339)  0.13
H (-3.985, -0.081, -2.078)  0.20
H (-5.692, -0.352, -1.482)  0.60
H (-3.850, -3.632, -1.933)  0.17
H (-4.620, -2.372, -2.834)  -0.13
H (-5.879, -4.569, -1.966)  0.50
H (-6.803, -3.146, -2.345)  0.56
H (-8.018, -3.954, 0.945)  0.25
H (-7.790, -5.005, -0.473)  0.38
H (-8.566, -3.358, -0.625)  0.33
C (2.934, -8.425, 0.547)  -0.93
O (2.321, -7.157, 0.403)  -0.15
C (2.665, -6.407, -0.793)  -0.77
C (2.350, -4.899, -0.488)  -0.41
N (0.796, -4.611, -0.250)  1.47
H (0.599, -5.112, 0.604)  0.43
H (0.879, -3.636, -0.003)  -0.88
C (-0.311, -4.750, -1.342)  0.46
C (-1.667, -5.128, -0.705)  0.19
O (-1.421, -6.030, 0.371)  -0.43
C (-1.428, -7.401, 0.008)  -0.71
H (3.043, -9.122, -0.285)  0.36
H (2.416, -9.003, 1.312)  0.26
H (3.944, -8.200, 0.889)  0.35
H (1.983, -6.760, -1.567)  0.31
H (3.673, -6.454, -1.204)  0.52
H (2.703, -4.179, -1.226)  0.54
H (2.885, -4.658, 0.431)  0.12
H (0.093, -5.504, -2.017)  0.54
H (-0.531, -3.849, -1.915)  -0.77
H (-2.266, -5.628, -1.466)  0.65
H (-2.234, -4.264, -0.359)  -0.81
H (-2.397, -7.748, -0.349)  0.30
H (-1.071, -8.079, 0.784)  0.30
H (-0.777, -7.351, -0.865)  0.30

=====

Going through the records in order, we get HOMO-LUMO gap values of 7.90; 7.82 eV.
Going through the records in order, we get E_HOMO values of -8.046; -18.668 eV.
Going through the records in order, we get energy above the lowest of the compared OMol25 structures with the same formula, charge and spin values of 0.0; 0.0 kcal/mol.